{"formula": "C28H30CoIN4O2P", "method": "wB97M-V/def2-TZVPD", "spin_multiplicity": 2, "mol_weight_g_mol": 671.385, "s_squared": 1.217, "homo_energy_ev": [-13.3, -13.3], "gap_ev": [7.138, 7.841], "lumo_ev": [-6.121, -5.431], "charge": 2, "symbols": ["Co", "I", "C", "C", "C", "C", "C", "C", "C", "C", "C", "P", "C", "C", "C", "C", "C", "C", "C", "C", "C", "C", "C", "C", "C", "H", "H", "H", "H", "H", "H", "H", "H", "H", "H", "H", "H", "H", "H", "H", "H", "N", "C", "C", "C", "C", "N", "C", "N", "N", "C", "O", "O", "H", "H", "H", "H", "H", "H", "H", "H", "H", "H", "H", "H", "H", "H"], "positions_angstrom": [[0.2167, -1.2342, -0.8822], [0.1919, -3.8294, -0.8249], [1.5760, -3.8456, -2.4185], [1.1473, -4.6042, -3.4674], [2.0476, -4.9414, -4.5000], [3.3510, -4.5804, -4.3779], [3.8050, -3.7954, -3.2866], [5.1917, -3.5150, -3.1752], [5.6790, -2.7841, -2.1383], [4.7695, -2.1957, -1.2394], [3.4141, -2.3980, -1.3161], [2.4413, -1.1831, -0.3645], [3.0289, -1.2690, 1.3426], [4.0722, -0.4720, 1.8067], [4.5420, -0.6252, 3.1046], [3.9783, -1.5777, 3.9407], [2.9377, -2.3772, 3.4826], [2.4615, -2.2205, 2.1906], [2.8954, 0.4424, -1.0193], [3.4691, 0.6025, -2.2773], [3.6887, 1.8789, -2.7815], [3.3352, 2.9929, -2.0370], [2.7469, 2.8395, -0.7866], [2.5179, 1.5698, -0.2830], [2.8989, -3.3149, -2.2999], [0.1343, -4.9800, -3.4980], [1.7033, -5.5283, -5.3401], [4.0784, -4.8933, -5.1166], [5.8573, -3.9154, -3.9304], [6.7397, -2.6022, -2.0342], [5.1612, -1.5137, -0.4920], [4.5207, 0.2753, 1.1630], [5.3537, -0.0033, 3.4583], [4.3540, -1.7020, 4.9479], [2.5079, -3.1294, 4.1310], [1.6619, -2.8591, 1.8340], [3.7463, -0.2590, -2.8719], [4.1368, 1.9989, -3.7589], [3.5158, 3.9844, -2.4304], [2.4712, 3.7095, -0.2054], [2.0668, 1.4586, 0.6980], [-1.0832, -0.1668, 0.3465], [-2.4065, -0.3885, -0.3047], [-3.4951, 0.5964, 0.0901], [-3.9730, 0.7101, 1.5343], [-4.7742, -0.4774, 2.0636], [-4.0091, -1.5702, 2.6944], [-3.5745, -1.5383, 3.9499], [-2.9677, -2.6033, 4.4837], [-3.7094, -0.4349, 4.6819], [-2.1770, -0.3198, -1.8236], [-3.0251, 0.0708, -2.5743], [-0.9624, -0.7168, -2.1839], [-1.1232, -0.2734, 1.3547], [-0.8159, 0.8041, 0.1827], [-2.6841, -1.4316, -0.1123], [-4.3600, 0.3776, -0.5390], [-3.1589, 1.5835, -0.2415], [-4.6678, 1.5531, 1.5511], [-3.1674, 0.9856, 2.2256], [-5.3428, -0.9391, 1.2566], [-5.5247, -0.1533, 2.7881], [-3.9307, -2.4438, 2.2002], [-2.9619, -3.4856, 4.0002], [-2.7441, -2.6270, 5.4648], [-4.2187, 0.3596, 4.3357], [-3.4601, -0.4291, 5.6570]], "atomic_forces_ev_per_a": [[0.145, 0.281, -0.437], [-0.038, 0.000, 0.064], [0.129, 0.117, 0.122], [0.184, -0.031, -0.187], [-0.167, -0.004, 0.064], [0.124, 0.037, 0.016], [0.104, -0.012, -0.051], [-0.086, -0.056, -0.075], [-0.042, 0.075, 0.101], [0.214, 0.041, 0.013], [-0.115, -0.084, -0.140], [-0.241, -0.234, 0.341], [0.091, 0.002, 0.016], [0.046, 0.052, 0.044], [-0.026, -0.001, -0.030], [-0.016, -0.014, -0.012], [0.038, 0.039, -0.005], [-0.016, -0.027, 0.040], [0.006, -0.025, -0.013], [0.012, 0.050, -0.061], [-0.019, -0.052, 0.024], [0.002, 0.024, -0.005], [-0.003, -0.047, -0.007], [-0.020, 0.078, -0.005], [-0.151, -0.026, 0.017], [0.004, -0.006, -0.014], [0.001, 0.009, 0.014], [-0.009, 0.008, 0.012], [-0.020, 0.000, 0.014], [-0.016, 0.008, 0.015], [-0.013, -0.015, -0.022], [-0.017, -0.012, -0.004], [-0.009, -0.008, -0.007], [-0.008, 0.001, -0.011], [-0.001, 0.002, -0.007], [-0.001, 0.007, -0.017], [0.008, 0.005, 0.028], [-0.002, -0.004, 0.015], [-0.007, -0.007, 0.004], [0.008, -0.005, -0.003], [0.025, -0.027, 0.007], [0.238, 0.173, -0.176], [-0.027, -0.102, 0.287], [-0.059, 0.150, -0.187], [0.051, -0.008, 0.101], [-0.194, -0.253, 0.075], [0.170, 0.170, -0.068], [-0.079, 0.018, 0.060], [-0.006, -0.026, -0.058], [-0.021, -0.031, 0.019], [0.701, 0.006, -0.537], [-0.135, -0.064, 0.055], [-0.826, -0.131, 0.429], [0.015, -0.150, -0.016], [-0.003, 0.023, 0.076], [-0.056, 0.034, 0.159], [0.049, -0.003, -0.069], [-0.039, 0.022, 0.039], [0.076, 0.049, 0.015], [0.010, -0.099, -0.024], [0.022, 0.022, -0.021], [0.002, 0.045, -0.015], [-0.019, -0.008, -0.002], [-0.015, -0.004, 0.018], [0.022, 0.002, -0.003], [0.017, 0.019, -0.016], [0.006, 0.005, 0.002]]}